[1]
A 3-piece molecular cluster, C20H47N4O4P overall. Source: the Open Molecules 2025 dataset; level of theory: ωB97M-V/def2-TZVPD.

Properties
F_max in eV/A: 4.0
Charge: 0
Gap between HOMO and LUMO in eV: 8.170
HOMO level in eV: -7.90

Atoms and positions in Å:
C1 -0.1691 -3.5039 -1.3194
C2 0.7124 -2.1787 -1.2454
C3 0.5769 -1.1968 -2.5058
N1 0.1541 0.1357 -2.0070
C4 -1.2931 0.3902 -2.0525
C5 -2.3557 -0.7656 -2.2389
C6 -3.3081 -0.9127 -0.9714
C7 -4.8769 -1.0662 -1.2061
P1 -5.3886 -2.4762 -2.3351
O1 -6.0299 -3.6247 -1.5452
O2 -4.1308 -3.1485 -3.2436
O3 -6.4591 -1.7937 -3.4822
N2 -3.2064 0.4907 -0.4000
C8 -1.8425 0.9811 -0.6422
O4 -1.2674 1.6974 0.1868
H1 0.1251 -4.1353 -0.4071
H2 -1.2862 -3.3222 -1.2072
H3 0.0390 -4.1504 -2.2247
H4 1.8188 -2.4904 -1.1438
H5 0.3906 -1.5878 -0.3267
H6 1.6421 -1.0609 -2.9100
H7 -0.0266 -1.6121 -3.3701
H8 0.6868 0.8949 -2.4529
H9 -1.4737 1.2483 -2.7751
H10 -2.0578 -1.8125 -2.5310
H11 -3.0176 -0.4019 -3.1006
H12 -2.8697 -1.5122 -0.0972
H13 -5.2526 -0.0725 -1.6170
H14 -5.3942 -1.2264 -0.2049
H15 -3.5369 -3.6972 -2.6961
H16 -6.1205 -2.0183 -4.3805
H17 -3.5540 0.6051 0.5560
C9 6.0091 -3.9971 -2.9217
C10 6.3778 -2.5686 -2.5445
N3 5.3683 -1.8942 -1.7375
C11 5.5924 -0.4555 -1.6180
C12 6.8512 0.0089 -0.8868
C13 4.9726 -2.5680 -0.5059
C14 6.0644 -2.8711 0.5203
H18 5.0400 -4.0365 -3.4252
H19 6.7589 -4.4069 -3.6027
H20 5.9732 -4.6545 -2.0482
H21 6.5047 -2.0145 -3.4806
H22 7.3577 -2.5746 -2.0497
H23 4.7188 0.0059 -1.1449
H24 5.6156 -0.0350 -2.6300
H25 6.7602 -0.1124 0.1925
H26 7.0113 1.0746 -1.0732
H27 7.7473 -0.5164 -1.2235
H28 4.4892 -3.5140 -0.7749
H29 4.1790 -1.9934 -0.0165
H30 6.9687 -3.2795 0.0646
H31 5.6987 -3.6137 1.2352
H32 6.3345 -1.9860 1.0963
C15 -1.3478 4.3829 5.7831
C16 -2.5973 4.7556 4.9967
N4 -2.4329 4.6601 3.5517
C17 -3.5245 5.2795 2.8057
C18 -4.9170 4.6645 2.9423
C19 -1.9787 3.3718 3.0379
C20 -2.8293 2.1416 3.3535
H33 -0.4874 4.9762 5.4644
H34 -1.5093 4.5693 6.8477
H35 -1.0977 3.3235 5.6755
H36 -2.8379 5.7929 5.2537
H37 -3.4360 4.1428 5.3530
H38 -3.2578 5.3172 1.7443
H39 -3.5877 6.3294 3.1144
H40 -5.0040 3.7322 2.3842
H41 -5.6629 5.3507 2.5309
H42 -5.1900 4.4761 3.9826
H43 -0.9678 3.1901 3.4183
H44 -1.8468 3.4396 1.9542
H45 -3.1563 2.1110 4.3953
H46 -2.2438 1.2360 3.1712
H47 -3.7092 2.0832 2.7110

***

[2]
C20H48AsF12N7O10S2 as an isolated structure. Source: the Open Molecules 2025 dataset; level of theory: ωB97M-V/def2-TZVPD.

Properties
F_max in eV/A: 5.4
Charge: +4
Gap between HOMO and LUMO in eV: 1.145
HOMO level in eV: -9.76

Atoms and positions in Å:
C1 -26.0457 16.4587 -1.2699
C2 -26.2274 16.3210 0.2306
O1 -26.8857 15.4585 0.8782
N1 -25.5530 17.1824 1.0042
H1 -24.8813 17.7067 0.6036
H2 -22.5365 9.5364 7.5122
C3 -25.4624 17.0820 2.4851
H3 -24.9827 16.5000 -1.5560
H4 -26.5613 17.3625 -1.5636
H5 -26.5321 15.5961 -1.7795
H6 -26.4286 16.8874 2.9078
H7 -25.1093 18.0450 2.8771
H8 -24.7415 16.3515 2.8074
C4 -28.9015 17.3698 1.9356
C5 -28.7114 16.1204 2.7792
O2 -28.8003 14.9018 2.3776
N2 -28.6890 16.3130 4.0474
H9 -28.6858 17.2538 4.3913
H10 -28.3207 14.7815 1.4462
C6 -28.5365 15.2440 5.0960
H11 -29.9289 17.6629 1.7835
H12 -28.6127 17.2603 0.9860
H13 -28.4238 18.2143 2.3335
H14 -29.0052 14.3320 4.7322
H15 -28.9734 15.5853 6.0376
H16 -27.4716 15.0272 5.1642
C7 -9.5410 6.6870 4.4325
C8 -10.2532 5.6733 5.1674
O3 -11.3484 5.2295 4.9160
N3 -9.6389 5.1573 6.4093
H17 -10.1466 4.2865 6.5547
H18 -8.5728 5.0309 6.3641
C9 -10.1567 6.1567 7.4949
H19 -10.0475 7.6603 4.5924
H20 -9.6416 6.4354 3.3478
H21 -8.5060 6.9463 4.7218
H22 -9.5086 6.2441 8.3472
H23 -11.2112 5.9338 7.7228
H24 -10.2652 7.1096 7.0291
C10 -14.1494 12.2666 -1.0965
C11 -15.1423 13.1655 -1.7170
O4 -15.2659 13.5487 -2.8553
N4 -16.2882 13.7275 -0.8045
H25 -17.0996 13.1665 -1.1555
H26 -16.1858 13.4834 0.1417
C12 -16.5340 15.2366 -0.9057
H27 -14.5267 11.2502 -1.2010
H28 -14.0407 12.5034 -0.0071
H29 -13.2612 12.4607 -1.5957
H30 -17.5546 15.5143 -0.5214
H31 -16.5171 15.4522 -1.9419
H32 -15.6866 15.7274 -0.4030
C13 -20.6259 9.8990 13.9165
C14 -19.5741 10.8134 14.4859
O5 -18.6664 10.5974 15.1720
N5 -19.7520 12.3799 14.0697
H33 -19.1826 12.5626 13.2232
H34 -20.6942 12.4624 13.7641
C15 -19.3797 13.2852 15.1967
H35 -21.2450 10.3970 13.1192
H36 -21.3788 9.5495 14.6316
H37 -20.0821 9.0010 13.5945
H38 -19.4536 14.3157 14.8923
H39 -18.2789 13.1099 15.4149
H40 -20.0367 13.1151 16.0292
C16 -19.2776 6.0381 -0.1978
C17 -17.8732 6.3271 0.1136
O6 -17.1790 5.8559 0.9241
N6 -17.1795 7.2894 -0.8875
H41 -17.3472 8.2350 -0.4950
H42 -16.1451 7.0717 -0.9978
C18 -17.7392 7.3276 -2.2818
H43 -19.5787 6.1909 -1.2314
H44 -19.9786 6.5847 0.4434
H45 -19.4964 4.9970 -0.0534
H46 -17.8969 6.3159 -2.5171
H47 -17.0751 7.8089 -3.0163
H48 -18.6514 7.8095 -2.2303
C19 -30.0558 13.8452 10.6764
F1 -31.2379 14.3982 10.5846
F2 -29.9282 12.6456 9.9616
F3 -29.1968 14.7028 10.0176
S1 -29.4080 13.5313 12.5634
O7 -28.2728 14.3585 12.7030
O8 -19.1164 2.2441 11.8240
N7 -19.5042 1.2510 12.0013
S2 -25.2037 0.8282 10.6051
O9 -23.9110 1.2401 10.0279
O10 -25.2873 -0.5023 11.0445
C20 -24.1825 1.9740 5.8655
F4 -23.0710 1.4248 5.6715
F5 -24.8097 1.5156 6.8640
F6 -24.2337 3.2353 5.2848
As1 -18.2546 10.7550 0.1414
F7 -16.7397 10.2889 -0.6736
F8 -17.9676 9.4565 1.2450
F9 -19.6805 11.1916 0.8601
F10 -18.3782 12.1701 -1.0495
F11 -19.0606 9.6545 -0.9614
F12 -17.3681 11.8191 1.1213

***

[3]
C20H48BF10NO22PtS8 as an isolated structure. Source: the Open Molecules 2025 dataset; level of theory: ωB97M-V/def2-TZVPD.

Properties
F_max in eV/A: 6.3
Charge: 0
Gap between HOMO and LUMO (spin up / spin down) in eV: 9.945 / 7.065
Spin multiplicity: 3
<S²>: 2.003
HOMO level (spin up / spin down) in eV: -10.39 / -10.39

Atoms and positions in Å:
Pt1 0.1721 1.2891 3.4516
B1 0.5368 -0.2341 1.0131
F1 -0.5788 0.6075 1.4663
F2 0.6413 -0.1692 -0.3486
F3 1.6700 0.3159 1.6953
F4 0.3312 -1.5128 1.5175
C1 3.1419 2.6068 0.9942
F5 3.9037 3.5212 0.4067
F6 2.5672 1.8510 0.0581
F7 3.8489 1.8535 1.8125
S1 1.7645 3.5231 1.8943
O1 2.1396 4.8804 2.0059
O2 0.5541 3.2362 1.1819
N1 1.6195 2.7860 3.3843
S2 2.7554 3.1760 4.4919
O3 2.8742 2.0680 5.3824
O4 3.9319 3.7346 3.9475
C2 1.8824 4.4968 5.4972
F8 0.8215 4.9733 4.8337
F9 1.4776 3.9706 6.6403
F10 2.7185 5.4949 5.7317
O5 3.0161 -1.2750 -6.3306
S3 3.0871 -2.4458 -5.5199
O6 4.2868 -2.8418 -4.8926
O7 2.0060 -2.3392 -4.3950
C3 0.7226 -1.6859 -4.5405
C4 0.1462 -1.6812 -3.1363
C5 2.5314 -3.7998 -6.4862
H1 0.0988 -2.2901 -5.2003
H2 0.8313 -0.6671 -4.9046
H3 -0.7891 -1.1190 -3.0763
H4 0.7698 -1.1902 -2.3919
H5 -0.0727 -2.7111 -2.8469
H6 1.5684 -3.4914 -6.8972
H7 2.4482 -4.7295 -5.9365
H8 3.2175 -3.8857 -7.3257
O8 -1.4360 -0.0853 3.9055
S4 -2.5106 -1.0128 3.7375
O9 -3.4945 -1.1049 4.7542
O10 -3.1920 -0.5796 2.3909
C6 -4.5934 -0.8952 2.2054
C7 -4.8119 -1.9759 1.1594
C8 -1.8853 -2.6086 3.3573
H9 -5.1253 0.0111 1.9243
H10 -5.0076 -1.2143 3.1612
H11 -5.8767 -2.1587 1.0371
H12 -4.3131 -2.9138 1.3894
H13 -4.3562 -1.6029 0.2391
H14 -2.6777 -3.3494 3.3667
H15 -1.1357 -2.8481 4.1144
H16 -1.3538 -2.5412 2.4089
O11 -2.6938 4.2911 4.7519
S5 -2.3025 3.9256 3.4533
O12 -1.4462 2.7884 3.2625
O13 -3.6026 3.5991 2.6510
C9 -3.4328 3.0347 1.3310
C10 -4.8021 2.9376 0.6838
C11 -1.6486 5.3174 2.6001
H17 -2.9060 2.0818 1.3794
H18 -2.8261 3.6822 0.6850
H19 -5.2396 3.9279 0.5927
H20 -5.4599 2.2876 1.2631
H21 -4.6976 2.4639 -0.2924
H22 -2.4564 5.8439 2.1020
H23 -0.9607 4.9388 1.8435
H24 -1.0783 5.9290 3.2921
O14 -1.5470 3.0186 -3.8037
S6 -0.3660 2.5457 -3.1874
O15 0.3736 1.4478 -3.7191
O16 0.5843 3.7954 -3.0377
C12 1.9996 3.5096 -2.8919
C13 2.7218 4.7797 -2.5875
C14 -0.6672 2.1730 -1.4849
H25 2.3568 3.0960 -3.8389
H26 2.1800 2.7042 -2.1760
H27 3.7215 4.5637 -2.2094
H28 2.2339 5.3954 -1.8263
H29 2.8092 5.4364 -3.4533
H30 -1.2731 1.2695 -1.4834
H31 -1.1696 3.0352 -1.0639
H32 0.3052 1.9653 -1.0520
O17 -3.6621 -5.5510 1.5438
S7 -3.4790 -5.5215 0.1446
O18 -4.3690 -4.8206 -0.7232
O19 -2.0288 -4.9361 -0.0676
C15 -1.6334 -4.6535 -1.4428
C16 -1.0452 -3.2668 -1.5207
C17 -3.2650 -7.1702 -0.4545
H33 -2.4835 -4.7131 -2.1212
H34 -0.8689 -5.3881 -1.6957
H35 -1.7448 -2.5124 -1.1578
H36 -0.8204 -3.0335 -2.5624
H37 -0.1593 -3.1953 -0.8993
H38 -2.7149 -7.1469 -1.3899
H39 -4.2574 -7.6043 -0.5251
H40 -2.6508 -7.6848 0.2818
O20 4.4234 -3.4153 -0.0360
S8 4.7278 -2.2390 0.7198
O21 6.0325 -2.0467 1.2368
O22 4.3952 -0.9488 -0.1185
C18 3.2210 -0.9891 -0.9677
C19 3.4345 -0.0985 -2.1577
C20 3.5591 -2.0755 2.0240
H41 2.3607 -0.6422 -0.3843
H42 2.9775 -2.0158 -1.2393
H43 3.8529 -0.6131 -3.0226
H44 4.0797 0.7491 -1.9207
H45 2.4914 0.3385 -2.4997
H46 3.8873 -2.6254 2.9000
H47 2.5787 -2.3881 1.6787
H48 3.5793 -1.0124 2.2654